Record 1
H24HeO12 as an isolated structure, computed with wB97M-V/def2-TZVPD.

Last column: Mulliken charge in e.
Element x y z (Å)
He -5.583 1.997 13.453  0.02
O -7.945 0.799 13.812  -0.67
H -7.332 0.199 13.388  0.36
H -8.784 0.627 13.384  0.32
O -3.659 3.825 14.948  -0.63
H -3.447 2.991 14.529  0.36
H -3.128 3.836 15.744  0.30
O -8.332 3.575 14.224  -0.70
H -8.209 2.729 13.794  0.36
H -7.541 4.070 14.011  0.37
O -6.030 5.097 13.724  -0.79
H -5.741 6.009 13.765  0.33
H -5.383 4.616 14.239  0.34
O -8.691 -0.128 16.390  -0.62
H -8.220 0.123 17.185  0.31
H -8.092 0.094 15.676  0.35
O -5.581 5.913 11.025  -0.64
H -6.402 5.888 10.533  0.31
H -5.805 5.554 11.884  0.43
O -2.794 1.717 13.385  -0.68
H -1.940 2.017 13.072  0.27
H -3.343 1.696 12.601  0.38
O -6.191 -0.721 12.307  -0.74
H -6.386 -0.455 11.408  0.37
H -6.263 -1.675 12.296  0.30
O -3.654 0.350 11.090  -0.72
H -4.484 -0.012 11.398  0.38
H -2.987 -0.112 11.597  0.31
O -6.533 3.052 16.401  -0.62
H -7.236 3.004 15.754  0.36
H -5.904 2.386 16.123  0.29
O -8.554 2.827 10.323  -0.61
H -7.613 2.657 10.340  0.30
H -8.625 3.782 10.295  0.31
O -4.619 0.872 15.593  -0.50
H -4.280 0.585 14.745  0.25
H -4.175 0.313 16.230  0.25

Values from the calculation:
gap between HOMO and LUMO	9.4	eV
E_tot	-25039.199	eV

---

Record 2
C14H15AgF5N3O2S as an isolated structure, computed with wB97M-V/def2-TZVPD.

Last column: Mulliken charge in e.
Element x y z (Å)
Ag -0.127 0.153 -0.547  0.32
F -0.143 2.917 6.046  -0.31
C -0.146 2.809 4.715  0.66
C -0.253 1.577 4.106  -0.08
F -0.353 0.471 4.854  -0.32
C -0.258 1.471 2.727  0.31
F -0.401 0.221 2.247  -0.36
C -0.132 2.571 1.866  0.21
S -0.092 2.590 0.135  -0.44
C -0.028 3.806 2.539  0.23
F 0.089 4.921 1.817  -0.33
C -0.042 3.931 3.911  0.17
F 0.048 5.137 4.478  -0.30
C 4.895 -0.063 -0.172  -0.82
N 4.099 0.066 1.039  0.09
C 4.720 0.330 2.332  -0.82
C 2.778 -0.110 0.955  0.23
O 2.187 -0.385 -0.083  -0.68
H 5.950 -0.002 0.080  0.30
H 4.653 0.730 -0.881  0.29
H 4.697 -1.020 -0.656  0.29
H 5.798 0.343 2.212  0.28
H 4.465 -0.449 3.052  0.32
H 4.407 1.295 2.734  0.32
H 2.261 0.027 1.916  0.32
N -2.279 -0.601 -0.429  -0.62
C -3.328 -0.196 -0.159  0.55
N -4.518 0.257 0.142  0.03
C -5.177 -0.041 1.411  -0.54
C -6.636 -0.372 1.129  -0.60
O -7.263 0.673 0.409  -0.37
C -6.638 0.888 -0.843  -0.55
C -5.178 1.283 -0.664  -0.55
H -5.126 0.834 2.066  0.27
H -4.678 -0.881 1.892  0.44
H -7.183 -0.484 2.064  0.34
H -6.697 -1.309 0.559  0.35
H -7.186 1.688 -1.337  0.33
H -6.699 -0.023 -1.453  0.34
H -5.124 2.246 -0.148  0.27
H -4.681 1.365 -1.628  0.43

Values from the calculation:
gap between HOMO and LUMO	7.5	eV
E_tot	-51746.745	eV

---

Record 3
A 2-piece molecular cluster, C4H11NO2 overall, computed with wB97M-V/def2-TZVPD.

Last column: Mulliken charge in e.
Element x y z (Å)
C 1.216 -0.483 -1.213  -0.75
N 0.531 0.788 -1.447  -0.42
C -0.312 1.312 -0.378  0.32
C -1.450 0.372 0.051  -1.08
C 0.431 1.660 0.890  -0.22
O 1.486 1.219 1.263  -0.47
H 0.556 -1.303 -0.910  0.25
H 1.680 -0.755 -2.163  0.35
H 1.988 -0.347 -0.475  0.25
H -0.078 0.708 -2.253  0.26
H -0.724 2.256 -0.745  0.27
H -2.078 0.759 0.854  0.41
H -2.091 0.150 -0.790  0.32
H -1.033 -0.555 0.413  0.16
H -0.144 2.351 1.542  0.36
O -0.192 -2.413 1.627  -0.62
H -0.537 -3.098 2.212  0.29
H 0.750 -2.621 1.523  0.31

Values from the calculation:
SMILES	CN[C@@H](C)C=O.O
gap between HOMO and LUMO	9.4	eV
E_tot	-9910.686	eV

---

Record 4
C16H20BFeN9O9S2 as an isolated structure at a distorted geometry, computed with wB97M-V/def2-TZVPD.

Last column: Mulliken charge in e.
Element x y z (Å)
Fe -0.288 -0.002 -0.247  0.39
C -0.343 -0.993 4.647  -0.62
O -0.450 -1.979 3.608  -0.50
C -0.426 -1.549 2.365  0.75
O -0.374 -0.382 2.011  -0.54
N -0.413 -2.535 1.453  -0.13
N -0.355 -2.173 0.102  -0.50
H -0.760 -1.442 5.541  0.28
H -0.885 -0.089 4.383  0.27
H 0.707 -0.755 4.812  0.28
H -0.517 -3.495 1.744  0.25
H -1.199 -2.452 -0.388  0.39
H 0.455 -2.600 -0.337  0.35
C 3.050 1.649 2.745  -0.87
N 2.726 2.254 1.470  0.21
C 2.798 3.582 1.145  -0.49
C 2.491 3.683 -0.174  -0.46
N 2.237 2.430 -0.658  0.31
B 2.035 2.022 -2.156  -0.18
N 0.553 2.341 -2.524  0.38
C 0.019 3.581 -2.718  -0.44
C -1.299 3.442 -3.022  -0.49
N -1.567 2.103 -3.013  0.41
C -2.844 1.466 -3.267  -0.86
C -0.427 1.443 -2.703  -0.18
S -0.307 -0.275 -2.614  -0.41
C 2.366 1.566 0.361  0.01
S 2.147 -0.136 0.317  -0.39
H 3.186 2.428 3.491  0.34
H 3.967 1.068 2.660  0.35
H 2.243 0.983 3.048  0.24
H 3.054 4.341 1.862  0.48
H 2.457 4.554 -0.802  0.50
H 2.764 2.681 -2.832  -0.09
H 2.203 0.850 -2.249  -0.06
H 0.612 4.474 -2.644  0.48
H -2.048 4.187 -3.218  0.49
H -3.606 2.231 -3.387  0.33
H -3.098 0.814 -2.433  0.26
H -2.790 0.863 -4.173  0.36
O -6.200 2.362 3.824  -0.60
N -5.550 3.250 3.313  1.01
O -5.723 4.441 3.472  -0.61
C -4.453 2.854 2.432  -0.75
C -3.653 3.846 1.855  -0.24
C -2.592 3.479 1.082  -0.63
C -2.260 2.125 0.796  0.95
O -1.214 1.836 0.128  1.12
C -3.174 1.169 1.340  -0.83
C -4.221 1.526 2.180  -0.33
N -2.961 -0.197 1.044  1.12
O -3.252 -1.054 1.840  -0.59
O -2.439 -0.465 -0.063  -0.69
N -1.722 4.469 0.440  1.07
O -2.137 4.972 -0.585  -0.60
O -0.642 4.674 0.949  -0.57
H -3.879 4.885 2.059  0.60
H -4.856 0.763 2.610  0.66

Values from the calculation:
gap between HOMO and LUMO (alpha / beta)	7.0 / 6.3	eV
multiplicity	6
net charge	+1
E_tot	-105477.917	eV